Below is a 3-piece molecular cluster, C21H40N3O4S overall, with properties calculated with wB97M-V/def2-TZVPD.

Its spin multiplicity is 3. As for the orbital gap (spin up / spin down): 4.616 / 3.722 eV. The net charge is -1. The value obtained for the HOMO energy (spin up / spin down) is -2.93 / -2.93 eV. As for the LUMO energy (spin up / spin down): 1.68 / 0.79 eV.

Structure (XYZ):
```
69
Properties=species:S:1:pos:R:3:forces:R:3:mulliken_spin:R:1
H 0.5635 -3.2364 3.0941 0.0 0.0 -0.2 0.00
C 0.8206 2.8742 0.8360 -0.3 -0.2 0.0 0.02
H 0.6362 5.1574 -0.7666 0.0 -0.2 -0.1 0.00
C 0.4689 1.4328 1.1897 0.1 0.0 0.0 -0.02
H -4.3278 7.5911 -3.0371 -1.7 0.8 0.5 0.00
C 3.2892 -4.3546 1.2618 0.1 -0.3 -0.1 0.01
H 2.9393 2.3134 -1.8655 -0.1 0.0 0.1 -0.01
N -4.1516 9.1593 -1.6104 2.0 -3.7 -0.5 0.00
C 1.4143 -6.7326 0.3293 0.3 -0.1 0.1 0.02
H 2.7693 1.4112 -0.3504 -0.1 -0.1 -0.1 0.00
H -1.5297 1.3667 0.4503 0.1 0.0 -0.2 0.00
C -0.5724 0.8758 0.2283 -0.1 0.3 0.2 0.02
H 2.5080 -2.0562 0.1278 -0.1 -0.1 0.1 0.01
H -0.7216 -0.1889 0.4462 0.0 0.1 -0.3 0.00
C 0.3841 -5.6704 0.7826 0.0 -2.1 -0.6 0.02
H -0.9211 -5.3696 2.4958 0.1 0.0 -0.2 0.00
C -1.5051 0.6912 -2.0820 -0.1 0.8 0.0 -0.02
C 1.4339 -3.8733 2.8981 -0.3 -0.2 0.0 0.02
C 2.1522 -2.2075 1.1516 -0.7 0.0 -0.2 -0.05
H 2.2906 4.9354 -0.2473 0.0 -0.4 0.0 0.00
C 0.0352 -5.8636 2.2765 -0.1 0.4 0.2 0.01
H -5.3948 9.0511 -3.4502 -0.2 -0.9 1.6 0.00
H -0.0515 3.5082 1.0337 0.0 0.0 -0.2 0.00
O -0.7845 3.2741 -1.6695 2.2 -1.5 -0.4 0.63
H 1.9664 -5.9486 3.2460 0.0 0.0 0.0 0.00
N 0.9129 -4.3074 0.4644 -3.6 2.2 1.5 0.30
H -1.3519 0.8462 -3.1549 0.0 0.1 0.1 0.00
H -6.4719 6.1675 -2.2116 -0.1 1.0 0.3 0.00
C -5.0309 8.4025 -2.5785 3.6 0.1 -0.3 0.00
C -0.2315 1.0650 -1.2677 0.0 -2.0 -0.6 0.01
C -0.8871 -6.0356 -0.0397 -0.1 0.8 0.0 -0.01
H 2.9170 -1.8135 1.8281 0.0 -0.4 0.0 0.00
H -2.3817 1.2674 -1.7727 0.3 0.1 -0.1 0.00
H 3.4404 3.0074 -0.3272 -0.3 0.1 0.0 0.00
H 0.6766 -5.3521 4.2642 0.0 0.0 -0.1 0.00
H -0.1193 -6.9281 2.4898 0.0 0.1 -0.3 0.00
O -7.7347 8.2203 -1.8621 2.7 -2.2 -0.8 0.00
H 1.2662 -1.5837 1.3024 0.0 -0.3 -0.2 0.01
C 0.8007 0.0054 -1.7216 0.3 -0.1 0.1 0.03
O -0.1581 -3.4576 0.3862 2.2 -1.5 -0.4 0.63
H 0.3695 -1.0008 -1.6956 -0.1 0.2 0.1 0.00
C 2.6704 2.3943 -0.8072 0.1 -0.3 0.0 0.01
H 1.1219 0.1873 -2.7534 0.0 0.1 0.2 -0.01
C 1.8892 -3.7126 1.4321 2.0 0.6 0.3 0.04
H 1.8747 4.6865 -1.9453 -0.1 -0.1 0.1 0.00
H 1.3636 0.8025 1.1890 0.0 0.0 0.0 0.00
H -1.7660 -0.3618 -1.9352 0.3 0.1 0.1 0.00
C -2.1087 7.2749 -1.2244 -4.1 3.4 -1.1 0.00
C 1.5242 4.5371 -0.9195 -0.8 0.0 -0.2 -0.01
H 1.6863 -0.0459 -1.0917 0.0 0.1 0.0 0.00
H -1.4247 6.3744 -1.4549 -1.5 2.3 0.7 0.00
O -6.0753 7.3960 -0.1980 -0.4 -0.7 -4.4 0.00
H -1.1533 -7.0879 0.1015 0.3 0.1 0.1 0.00
C 1.2686 3.0313 -0.6326 1.9 0.6 0.3 0.03
H 0.9777 -7.7365 0.3495 -0.1 0.2 0.0 0.00
S -6.4118 7.4838 -1.6899 -2.1 2.6 4.6 0.00
H -0.7278 -5.8770 -1.1110 0.0 0.1 0.1 0.00
H 2.2205 -3.5266 3.5778 0.1 0.1 -0.3 0.00
H 3.5626 -4.4329 0.2045 -0.1 0.0 0.1 -0.01
H 1.6089 3.2266 1.5110 0.1 0.1 -0.3 0.00
H 3.3820 -5.3394 1.7154 -0.1 0.0 -0.1 0.00
H 2.2966 -6.7904 0.9629 0.0 0.1 0.0 0.00
C 1.0747 -5.3146 3.2449 0.1 0.0 0.0 -0.02
H 1.7408 -6.5476 -0.7000 0.0 0.1 0.2 -0.01
C -3.0433 8.2117 -1.3339 1.8 -2.8 -0.6 0.00
N 0.2902 2.4291 -1.5940 -3.5 2.2 1.5 0.29
H 4.0593 -3.7464 1.7473 -0.3 0.1 0.0 0.00
H -1.7628 -5.4569 0.2675 0.3 0.1 -0.1 0.00
H 0.0756 1.3973 2.2111 0.0 0.0 -0.1 0.00
```
Forces are in eV/Å.

---

Below is a 7-piece molecular cluster, C15H18BCl24O9P overall, with properties calculated with wB97M-V/def2-TZVPD.

As for the orbital gap: 10.141 eV. The net charge is 0. The value obtained for the HOMO energy is -10.05 eV. Its energy above the lowest of the compared OMol25 structures with the same formula, charge and spin is 0.00 kcal per mole. As for the LUMO energy: 0.09 eV.

Structure (XYZ):
```
68
Properties=species:S:1:pos:R:3:forces:R:3:mulliken_charge:R:1
Cl 0.1136 -1.2346 -3.9070 0.0 0.0 0.1 0.01
O 0.3610 0.9522 1.0009 0.2 0.1 0.3 -0.22
Cl 5.3047 0.2746 -9.2862 0.0 0.0 0.0 -0.10
H -1.7522 -0.0163 4.8108 -0.1 0.1 0.1 0.25
B 0.1058 1.3710 3.5314 0.4 0.1 0.0 0.72
H -2.5876 -6.0928 0.8869 0.0 0.0 0.1 0.32
H -3.4639 -5.7439 -0.5813 -0.1 0.0 0.0 0.34
C -1.8005 -4.3822 -0.2061 -0.5 0.0 0.4 0.56
Cl -2.6861 9.1199 1.9755 0.0 0.0 0.0 -0.10
Cl 5.6943 -1.6145 2.7033 0.0 0.0 0.0 -0.11
Cl 1.5104 -4.8500 -2.3495 0.1 0.0 0.2 -0.02
P -1.8599 2.1820 1.7513 -0.7 -0.6 -0.5 0.83
C 3.9747 -1.6301 3.0804 0.0 0.0 0.0 0.35
Cl 1.3835 6.1872 -0.5472 0.3 -0.2 -0.1 -0.11
H -1.9719 -4.1021 -1.2437 0.3 0.2 0.0 0.29
C -1.7245 -3.1712 0.6966 0.1 -0.4 0.5 -0.87
H 0.6017 -1.2851 2.6822 0.1 -0.1 -0.2 0.16
Cl -0.8132 8.1390 0.0109 -0.3 0.2 0.1 0.02
Cl 2.4964 -1.2245 -5.5191 0.0 -0.1 0.2 -0.09
Cl 1.7336 -7.3697 -3.7302 0.0 0.0 0.0 -0.10
Cl -1.1475 10.9791 0.3966 0.0 0.0 0.0 -0.11
O -2.9245 1.7961 0.8302 -0.2 -0.2 0.0 -0.75
C 0.8190 -1.7601 -5.4365 0.0 0.0 0.1 0.26
Cl -0.0959 -1.0625 -6.7811 0.0 0.0 0.0 -0.12
Cl 0.6404 -7.2863 -1.0645 0.0 0.0 0.0 -0.12
Cl -3.2470 9.4323 -0.8356 0.0 0.0 0.0 -0.10
C 0.2631 -0.1007 0.1471 0.2 0.1 0.2 -0.69
O -1.0361 3.4440 1.3183 0.2 0.0 0.2 -0.30
H -2.1476 -0.7084 2.3374 0.0 0.2 0.2 0.81
C -0.5854 0.8663 2.1266 -0.1 0.3 -0.2 0.39
H -0.8658 -4.9288 -0.0974 0.1 0.0 -0.4 -0.09
O -0.6650 -2.2904 0.3111 -0.1 0.0 -0.2 -0.38
C -1.9734 9.4171 0.3874 0.0 0.0 0.0 0.28
Cl 4.7425 2.1538 -7.1723 0.0 0.0 0.0 -0.10
Cl 3.4435 -3.2846 3.3852 0.0 0.0 0.0 -0.10
H -3.6890 -4.7272 0.8593 -0.1 0.0 -0.1 0.38
Cl 0.7588 -3.5192 -5.5239 0.0 -0.1 -0.2 -0.06
H -2.6885 -2.6612 0.7413 0.1 0.2 -0.3 0.40
H 1.0649 -0.3299 4.4517 0.2 0.1 0.2 -0.51
H -1.7576 -0.6236 -1.1507 0.0 0.0 -0.1 0.42
C 1.0349 4.8970 -1.7046 -0.1 0.0 0.0 0.35
H -0.0307 3.1724 4.2897 0.5 0.1 0.3 0.31
H -1.5076 -3.5238 1.7107 0.0 0.1 0.0 0.21
C -2.9619 -5.2796 0.2646 0.4 -0.2 0.0 -1.34
Cl 3.0664 -0.9625 1.7135 0.0 0.0 -0.1 0.00
O 1.0162 -0.2074 -0.7716 -0.1 -0.2 -0.1 -0.53
C -0.9454 -0.9634 0.5472 0.5 0.4 -0.3 1.43
H -3.0598 1.8649 3.4572 -0.4 0.2 0.0 0.39
H -0.2727 3.1619 0.7777 -0.1 0.4 0.1 0.15
O 0.3930 2.7107 3.5619 -0.3 -0.2 -0.5 -0.63
Cl -0.6220 5.0509 -2.2767 0.0 0.0 0.0 -0.11
O -2.0094 -0.4993 -0.2278 -0.2 -0.1 0.3 -0.55
Cl 2.1543 4.9951 -3.0608 0.0 0.0 0.0 -0.09
Cl 3.6639 -0.6363 4.5055 0.2 0.0 0.1 -0.10
C -1.1068 -0.5733 2.0438 -0.2 -0.6 -0.5 -0.69
C 4.1128 1.4118 -8.6485 0.0 0.0 0.0 0.30
C 0.7612 -6.4208 -2.6014 0.0 0.0 0.0 0.29
C -0.8516 -0.1568 5.4088 0.3 -0.3 0.1 -1.20
H -1.0154 0.2287 6.4130 -0.2 0.2 -0.1 0.35
O -2.4473 2.5626 3.1976 0.6 0.1 0.3 -0.58
O -0.3341 -1.4934 2.7808 -0.2 0.1 0.4 -0.54
Cl 3.7985 2.6686 -9.8490 0.0 0.0 0.0 -0.10
C 0.4225 0.4812 4.7805 -1.0 -0.1 -0.1 0.28
H -0.7260 -1.2317 5.5145 0.0 0.0 0.0 0.34
Cl 2.6210 0.5525 -8.2741 0.0 0.1 -0.2 0.00
Cl 1.2338 3.3294 -0.9018 0.2 -0.1 -0.1 -0.07
Cl -0.8566 -6.1876 -3.2764 0.0 -0.1 0.0 -0.10
H 0.9350 1.0866 5.5261 0.2 -0.1 0.0 0.58
```
Forces are in eV/Å.

---

Below is a 2-piece molecular cluster, C4H11INO overall, with properties calculated with wB97M-V/def2-TZVPD.

As for the orbital gap: 6.199 eV. The net charge is -1. The value obtained for the HOMO energy is -3.30 eV. Its energy above the lowest of the compared OMol25 structures with the same formula, charge and spin is 25.20 kcal per mole. As for the LUMO energy: 2.90 eV.

Structure (XYZ):
```
18
Properties=species:S:1:pos:R:3:forces:R:3:mulliken_charge:R:1
C 0.0748 1.4828 1.6989 -0.4 -0.5 1.4 -1.37
C -0.8122 0.3012 -0.2558 -0.2 0.4 -1.9 -0.95
H -0.8558 1.2531 -0.7850 0.5 0.5 -0.3 0.39
C -1.3712 -0.8603 -2.3143 -0.4 0.8 -1.3 -0.76
H -1.0994 -1.6170 -3.0502 1.0 -0.3 0.4 0.25
H 0.1486 -0.6460 1.2930 -0.1 0.0 0.6 0.35
H 1.7197 -0.1980 -0.6059 -1.0 0.1 -0.8 0.27
H -2.3924 -1.1790 -2.1051 -0.4 0.7 0.4 0.26
H 2.1669 -0.1701 0.7848 0.6 0.5 0.9 0.28
H -0.9934 1.5470 1.9059 -0.1 0.5 0.2 0.34
H 0.5148 2.4254 1.3734 -0.2 -0.2 -0.3 0.36
O -0.5375 -0.7251 -1.2441 0.8 -0.9 2.8 -0.28
C 0.2642 0.3135 0.7888 -0.3 -0.7 -1.3 0.64
H 0.5463 1.1925 2.6378 0.1 0.4 0.2 0.35
N 1.5719 0.3963 0.1972 1.6 -0.5 -0.2 -0.84
H -1.7984 0.3125 0.2083 -0.3 -1.0 0.1 0.36
I 4.0700 -3.9176 2.2997 0.0 0.1 0.0 -0.99
H -1.2169 0.0889 -2.8274 -1.3 0.3 -0.7 0.33
```
Forces are in eV/Å.

---

Below is C28H34N5O6V as an isolated structure, with properties calculated with wB97M-V/def2-TZVPD.

Its spin multiplicity is 2. As for the orbital gap (spin up / spin down): 6.348 / 6.402 eV. The net charge is +1. The value obtained for the HOMO energy (spin up / spin down) is -9.52 / -9.49 eV. Its energy above the lowest of the compared OMol25 structures with the same formula, charge and spin is 25.46 kcal per mole. As for the LUMO energy (spin up / spin down): -3.17 / -3.09 eV.

Structure (XYZ):
```
74
Properties=species:S:1:pos:R:3:forces:R:3:mulliken_spin:R:1
H 4.6056 0.3131 2.7138 0.0 0.0 0.0 0.00
N 3.6935 2.1816 2.3272 -0.1 0.0 0.0 0.00
H -4.2767 2.4623 1.7531 0.1 0.0 0.0 0.00
H -0.4445 -1.0878 -3.1112 0.0 0.0 0.0 0.00
H 2.1132 -2.3586 -3.5842 0.0 0.0 0.0 0.00
C 3.6483 3.5741 2.7550 0.0 0.0 0.0 0.00
N -2.2303 -0.0046 0.7132 0.3 -0.2 0.0 -0.04
H 1.4301 -3.5532 -0.8615 0.0 0.0 0.0 0.00
H -3.3165 -5.3966 -0.7069 0.0 0.0 0.0 0.00
H 2.8729 -0.3881 1.7553 0.0 0.0 0.0 0.00
H 2.5517 -0.1549 -1.9722 0.0 -0.1 0.0 0.00
H 2.4997 -2.1816 -1.1800 0.0 0.0 0.0 0.00
C -0.4264 -1.9987 -2.5090 0.1 0.0 0.0 0.02
C 2.8628 1.7625 1.3533 0.0 0.1 -0.1 0.00
C -0.7627 1.8546 -3.4580 0.1 0.0 0.0 0.00
C 4.7282 1.3692 2.9410 0.0 -0.1 0.0 0.00
C -1.4893 -4.6920 0.1921 0.0 0.0 0.0 0.00
H -2.5215 3.3379 2.9308 0.0 0.0 0.0 0.00
C 0.7333 1.0127 -1.7562 0.1 0.1 0.4 0.01
H 3.9627 0.1005 0.4703 0.0 0.0 0.0 0.00
C 0.3991 2.0941 4.0935 0.0 0.0 0.0 0.00
C -0.6880 2.9571 3.9886 0.0 0.0 0.0 -0.01
C 1.6177 -3.1159 -2.9713 0.0 0.0 0.0 0.00
H 1.3790 0.8832 -4.8586 0.0 0.0 0.0 0.00
O 0.4907 -1.7791 -1.4017 -0.1 0.1 -0.2 -0.04
N 0.5513 1.3904 -3.0073 0.0 0.1 0.0 0.00
H -0.7947 3.7952 4.6641 0.0 0.0 0.0 0.00
C -3.8975 1.5604 1.2844 0.0 0.1 0.0 0.00
C -6.3137 1.2476 0.5222 -0.3 0.2 -0.2 0.00
H -1.4816 1.7421 -2.6557 0.0 0.0 0.0 0.00
H -4.3095 -3.1042 -0.8031 0.0 0.0 0.0 0.00
H -1.4219 -2.1716 -2.1094 0.0 0.0 0.0 0.00
C 2.1041 0.5634 -1.2845 0.0 -0.1 0.0 -0.01
H -5.2808 -1.0975 -0.2193 0.1 0.0 0.0 0.00
V -0.2743 -0.4130 0.5202 0.9 -0.9 0.1 1.12
N -1.3266 -2.3343 0.5553 0.0 0.0 -0.1 -0.01
H -1.0699 1.2678 -4.3241 0.0 0.0 0.0 0.00
O -0.1881 1.0360 -0.9144 -0.4 -0.1 -0.3 0.00
H 4.5835 4.0781 2.5022 0.0 0.0 0.0 0.00
C 0.5065 1.0620 3.1887 0.1 0.0 0.0 -0.01
C 2.9821 0.2951 0.9155 0.1 -0.1 0.0 0.00
N -0.4038 0.8108 2.2404 -0.4 0.4 -0.2 -0.02
H 2.1317 -4.0624 -3.1258 0.0 0.0 0.0 0.00
C -2.5792 1.1279 1.3255 -0.3 -0.2 -0.2 -0.01
H 0.1950 -3.6442 1.0096 0.0 0.0 0.0 0.00
H -0.2993 -4.1161 -2.9106 0.0 0.0 0.0 0.00
C -1.5005 1.6142 2.1841 0.1 0.2 0.3 0.01
C -4.8385 0.7764 0.6336 0.0 -0.1 0.0 -0.01
O -7.0402 0.4571 -0.1047 0.2 0.1 0.2 0.00
H 2.8237 4.0725 2.2584 0.0 0.0 0.0 0.00
C 1.6013 -2.6950 -1.5158 -0.1 0.0 0.1 0.01
C -3.3168 -3.2742 -0.4096 0.1 -0.1 0.1 0.00
C -3.1445 -0.8554 0.2311 -0.2 0.4 0.2 -0.02
H 2.7395 1.4447 -1.2120 0.0 0.0 0.0 0.00
C -4.4724 -0.4798 0.1574 -0.1 0.0 -0.1 0.01
C -2.5817 -2.1983 0.0829 -0.4 -0.1 -0.1 0.01
O -6.5270 2.3527 1.0472 0.1 -0.2 0.0 0.00
C -1.6448 2.7122 3.0248 0.0 0.0 0.0 0.00
H 3.5114 3.6231 3.8366 0.0 0.0 0.0 0.00
C -2.7650 -4.5367 -0.3507 0.1 0.0 0.0 -0.01
H 1.3555 0.3907 3.2177 0.0 0.0 0.0 0.00
C -0.8081 -3.5695 0.6087 0.0 0.0 0.0 0.00
H -0.0954 -3.1172 -4.3497 0.0 0.0 0.0 0.00
H 4.6831 1.4813 4.0251 0.0 0.0 0.0 0.00
C 0.1247 -3.1835 -3.2862 0.0 0.0 0.0 0.00
H 5.7199 1.6816 2.6069 0.0 0.0 0.0 0.00
H -0.6957 2.9034 -3.7468 0.0 0.0 0.0 0.00
O 2.0336 2.4717 0.8041 0.1 -0.1 0.0 0.00
H 1.1542 2.2224 4.8561 0.0 0.0 0.0 0.00
H -1.0305 -5.6660 0.2898 0.0 0.0 0.0 0.00
H 2.5730 1.1678 -3.5793 0.0 0.0 0.0 0.00
H 1.7208 2.5330 -4.3076 0.0 0.0 0.0 0.00
O 1.9532 -0.0492 -0.0030 -0.1 0.3 0.1 0.02
C 1.6216 1.4950 -3.9891 0.0 0.0 0.0 0.00
```
Forces are in eV/Å.